[1]
DFT (the ωB97M-V functional and the def2-TZVPD basis) results for a structure of composition C45H47BaN3O8S2Si in a non-equilibrium geometry.

Gap between HOMO and LUMO = 5.128 eV
E_HOMO = -5.7 eV
Total energy = -3620.5453 a.u.
Relative energy (zero: lowest compared OMol25 entry of this formula, charge and spin) = 127.3 kJ/mol
E_LUMO = -0.533 eV

Each line ends with the Mulliken charge.
Geometry (Å):
Ba -0.36179 -0.46734 -0.18572  0.851
O -4.36114 1.68342 -2.30779  -0.449
C -3.97200 1.21741 -1.10909  0.656
O -3.66625 1.90873 -0.17791  -0.533
C -3.97160 -0.30076 -1.06210  -0.829
O -2.95095 -0.74319 -0.19034  0.057
C -3.31969 -0.87856 1.20097  -0.391
C -2.08714 -0.77412 2.10994  0.237
O -2.06192 -1.51841 3.08173  -0.678
O -1.21559 0.14016 1.77875  -0.432
H -4.32623 2.65458 -2.23389  0.387
H -4.95292 -0.64132 -0.72191  0.334
H -3.78716 -0.71527 -2.04965  0.327
H -3.96623 -0.05206 1.50716  0.533
H -3.80854 -1.83226 1.38082  0.313
C 4.71947 -1.82388 -3.48372  -0.579
C 4.17009 -0.97500 -4.44052  -0.501
C 2.80962 -0.68044 -4.42579  -0.390
C 1.94733 -1.21576 -3.45522  -0.024
C 2.53571 -2.06664 -2.50317  0.490
C 3.89338 -2.37602 -2.51281  -0.621
Si 0.08248 -0.78579 -3.30751  0.336
C -0.75110 -2.36746 -4.06570  -0.312
C -1.17058 -2.48086 -5.40281  -0.341
C -1.75954 -3.64043 -5.89943  -0.545
C -1.94605 -4.74559 -5.07372  -0.584
C -1.55090 -4.66856 -3.74328  -0.440
C -0.97709 -3.49508 -3.25806  0.493
H 5.77922 -2.05073 -3.49499  0.369
H 4.80658 -0.54500 -5.20655  0.373
H 2.40295 -0.02098 -5.18585  0.340
H 1.91620 -2.51474 -1.72395  -0.101
H 4.30630 -3.03744 -1.75822  0.438
H -0.10773 0.11262 -4.52389  -0.487
H -1.02296 -1.63899 -6.07230  0.339
H -2.06544 -3.68841 -6.93931  0.376
H -2.39431 -5.65226 -5.46299  0.359
H -1.69800 -5.51981 -3.08467  0.410
H -0.70507 -3.44505 -2.20579  0.015
O -0.61044 -2.71961 0.42487  -0.227
S 0.02081 -3.29190 1.72610  0.210
C -1.17559 -4.47757 2.31829  0.642
C -2.23303 -4.81853 1.49470  -0.263
C -3.16199 -5.73875 1.96587  -0.868
C -3.02394 -6.28968 3.23459  -0.529
C -1.95159 -5.92375 4.04411  -0.665
C -1.01915 -5.00467 3.58749  -0.526
C 1.24730 -4.41578 1.11020  0.806
C 2.29127 -4.74972 1.95829  -0.363
C 3.25966 -5.63685 1.50995  -0.628
C 3.18219 -6.15517 0.22219  -0.579
C 2.13526 -5.79363 -0.61849  -0.611
C 1.14950 -4.91993 -0.17700  -0.312
H -2.32464 -4.37175 0.51206  0.419
H -3.99607 -6.02067 1.33556  0.432
H -3.75506 -7.00023 3.59835  0.395
H -1.84520 -6.34499 5.03537  0.417
H -0.18751 -4.70387 4.21606  0.365
H 2.36466 -4.31022 2.94630  0.320
H 4.08488 -5.90481 2.15675  0.419
H 3.94806 -6.83493 -0.12974  0.406
H 2.08811 -6.18422 -1.62729  0.461
H 0.33410 -4.63122 -0.82423  -0.018
C -1.48783 5.45675 2.10368  -0.931
O -0.08620 5.51059 1.83845  -0.097
C 0.47866 6.72486 1.63938  1.053
C -0.11716 7.93849 1.96669  -0.771
C 0.57532 9.13119 1.77574  -0.708
C 1.86398 9.12196 1.26938  -0.729
C 2.44309 7.90785 0.91828  -0.394
C 1.75155 6.72348 1.07642  0.022
N 2.35712 5.48660 0.69936  0.006
C 1.81013 4.48488 -0.00028  -0.479
C 0.71095 4.49880 -0.81196  0.336
C 0.05308 5.68966 -1.31112  -0.433
C -0.92344 5.59481 -2.22906  -0.900
C -1.31598 4.28587 -2.72584  -0.467
C -0.76228 3.14354 -2.28653  -0.495
C 0.26243 3.17823 -1.24310  0.203
O 0.70737 2.12935 -0.75314  -0.587
H -1.76795 4.41065 2.03991  0.112
H -2.03990 6.02444 1.35389  0.446
H -1.71143 5.83767 3.10071  0.350
H -1.10949 7.95456 2.39023  0.429
H 0.09766 10.06816 2.03402  0.407
H 2.41062 10.04434 1.12961  0.391
H 3.43995 7.87596 0.49156  0.449
H 3.28494 5.32288 1.05576  0.335
H 2.33942 3.53991 0.08622  0.605
H 0.38520 6.66883 -0.98632  0.456
H -1.38996 6.48413 -2.63150  0.420
H -2.07241 4.23559 -3.50239  0.524
H -1.03610 2.17223 -2.68407  0.532
C 0.81182 2.20823 3.31837  -0.850
N 1.42318 1.21626 2.44971  0.331
C 1.86755 -0.01438 2.73971  0.393
S 2.65806 -0.91474 1.51621  -0.148
N 1.76424 -0.47447 4.00933  -0.259
C 0.58813 -0.31641 4.88186  -0.876
H 0.98534 3.18733 2.87360  0.064
H 1.28728 2.19563 4.29354  0.406
H -0.26189 2.05438 3.42536  0.242
H 1.39700 1.40820 1.45757  -0.049
H 2.21552 -1.37372 4.07166  0.346
H 0.65291 0.55419 5.52802  0.311
H 0.55828 -1.19656 5.52089  0.345
H -0.33179 -0.29645 4.29910  0.161

---

[2]
DFT (the ωB97M-V functional and the def2-TZVPD basis) results for a structure of composition C45H47BrClIKN5O7S2.

Gap between HOMO and LUMO = 5.655 eV
E_HOMO = -2.0 eV
Total energy = -7271.5483 a.u.
Relative energy (zero: lowest compared OMol25 entry of this formula, charge and spin) = 2.7 kJ/mol
Total charge = -2
E_LUMO = 3.630 eV

Each line ends with the Mulliken charge.
Geometry (Å):
K 0.58613 0.29013 -0.23924  0.419
C 0.17712 3.29535 2.99604  -0.875
N -0.64204 2.98209 1.84641  1.526
C -1.14580 4.18199 1.20893  -1.316
C -0.03939 4.95132 0.47721  0.630
C -0.35958 5.09451 -1.00210  -1.517
N -0.49075 3.77878 -1.62152  0.617
C -0.66016 3.80246 -2.88499  -1.291
C -0.85339 2.71024 -3.81610  1.217
C -0.92532 3.08724 -5.16999  -0.430
C -1.07311 2.18586 -6.19684  -0.718
C -1.13583 0.81942 -5.85937  -0.601
C -1.09153 0.40306 -4.55895  -0.454
C -0.98698 1.31663 -3.44817  -0.203
O -1.01634 0.88815 -2.26089  0.029
C -1.68838 2.03560 2.17207  -0.099
C -2.44766 1.54505 0.93909  0.091
C -2.83715 0.07524 1.05127  -1.343
N -1.66278 -0.75598 1.24017  1.545
C -1.75684 -1.69180 2.09687  -1.267
C -0.75330 -2.67067 2.48023  1.155
C -1.09361 -3.51409 3.54519  -0.555
C -0.23924 -4.47341 4.04645  -0.924
C 1.02801 -4.59154 3.45389  -0.704
C 1.39755 -3.79562 2.40048  -0.441
C 0.53032 -2.79634 1.83574  -0.037
O 0.89572 -2.10232 0.84380  -0.447
H -0.40424 3.81137 3.78685  0.277
H 1.01296 3.93278 2.70929  0.279
H 0.59595 2.38205 3.41523  -0.208
H -1.65550 4.82951 1.95207  0.371
H -1.89427 3.88156 0.47636  0.394
H 0.88437 4.37859 0.58506  -0.726
H 0.12577 5.93877 0.91906  0.247
H 0.41798 5.68930 -1.50354  0.525
H -1.29937 5.65667 -1.11293  0.344
H -0.66015 4.78715 -3.39426  0.030
H -0.85505 4.14990 -5.39720  0.288
H -1.12108 2.51242 -7.22893  0.316
H -1.21072 0.07512 -6.64657  0.410
H -1.10670 -0.65387 -4.32100  0.199
H -2.39754 2.45484 2.91899  0.144
H -1.19766 1.18074 2.64441  -0.637
H -1.84042 1.68241 0.03886  -0.080
H -3.35643 2.13432 0.78262  0.437
H -3.32244 -0.22132 0.11698  0.026
H -3.56857 -0.07599 1.86626  0.476
H -2.70482 -1.80307 2.65588  -0.169
H -2.07351 -3.38252 4.00023  0.366
H -0.52559 -5.09449 4.88612  0.364
H 1.73537 -5.31726 3.84447  0.286
H 2.39009 -3.87339 1.97032  0.668
O 3.79170 3.26796 2.29268  -0.718
Cl 3.63741 2.10772 1.45168  2.019
O 4.76144 1.99439 0.55436  -0.688
O 3.51927 0.92099 2.25819  -0.749
O 2.42597 2.27133 0.65153  -0.815
Br 1.75592 -2.82616 6.89436  -0.185
C 0.08019 -2.04135 6.49156  -0.055
C -1.02136 -2.50079 7.20134  -0.433
C -2.27626 -1.97378 6.94969  -0.630
C -2.42409 -0.98140 5.99076  -0.612
C -1.32157 -0.53035 5.28670  -0.020
C -0.05161 -1.05683 5.51990  -0.153
I 1.51133 -0.35465 4.34345  0.413
H -0.88581 -3.27817 7.94086  0.409
H -3.13342 -2.34187 7.49947  0.350
H -3.39967 -0.56270 5.77783  0.408
H -1.44052 0.23173 4.52846  0.586
O -0.56322 -2.86989 -3.73632  -0.853
S -0.06998 -2.77885 -2.32986  1.349
C -1.52942 -3.13891 -1.32424  0.428
C -2.64626 -2.38265 -1.66438  -0.589
C -3.83437 -2.58088 -0.98100  -0.482
C -3.90100 -3.51019 0.05084  -0.570
C -2.77524 -4.24076 0.39811  -0.573
C -1.58256 -4.05867 -0.29045  -0.044
C 0.83356 -4.30328 -2.03080  -0.675
C 0.62265 -5.37253 -2.88701  -0.159
C 1.33353 -6.54565 -2.68640  -0.665
C 2.24672 -6.63480 -1.64118  -0.481
C 2.45783 -5.54871 -0.80334  -0.670
C 1.75729 -4.36477 -0.99929  0.144
H -2.57001 -1.63829 -2.44825  0.311
H -4.70572 -1.99200 -1.24159  0.334
H -4.82785 -3.65158 0.59462  0.356
H -2.80714 -4.94060 1.22406  0.400
H -0.70271 -4.61567 0.00257  0.219
H -0.08263 -5.25566 -3.70066  0.473
H 1.17921 -7.39109 -3.34644  0.372
H 2.80021 -7.55338 -1.48498  0.358
H 3.17008 -5.61743 0.00952  0.398
H 1.88792 -3.50130 -0.35215  0.523
C 3.46992 4.34112 -1.00860  -0.820
C 3.18007 3.55515 -2.24212  1.347
C 3.03616 4.08096 -3.49264  -1.290
C 2.81751 3.17531 -4.55842  1.308
N 2.75378 1.87648 -4.40358  -0.466
C 2.85564 1.34844 -3.15087  -0.077
S 2.71064 -0.26786 -2.80748  -0.333
N 3.06978 2.22380 -2.10412  0.315
C 2.63126 3.69606 -5.95212  -1.294
H 3.64439 5.38520 -1.26126  0.413
H 4.34132 3.93114 -0.49459  0.429
H 2.63386 4.26691 -0.31438  -0.145
H 3.10647 5.14625 -3.65610  0.314
H 3.15221 1.82573 -1.16831  -0.238
H 3.18142 4.62491 -6.11071  0.396
H 1.56771 3.88487 -6.11000  0.121
H 2.94398 2.94010 -6.66922  0.355